Formula: C3H7NS2
Source: OMol25
Level of theory: the ωB97M-V functional and the def2-TZVPD basis

Net charge ... 0
HOMO level ... -8.63 eV
F_max ... 2.65 eV/A
SMILES string ... NCCC(=S)S
E_LUMO ... -0.005 Eh
Kohn-Sham gap ... 0.3117 hartree
Energy relative to the best compared isomer or geometry (same formula, charge and spin) ... 1.0242 eV

Element x y z (Å)
N -3.11343 -0.36858 -0.24022
C -1.92220 0.21780 0.31633
C -0.78791 -0.62285 -0.18782
C 0.67837 -0.12050 0.07658
S 1.88497 -1.18605 0.04974
S 0.87981 1.56114 -0.04235
H -3.82876 0.14978 0.16130
H -3.25763 -1.24319 0.31118
H -1.73365 1.22619 -0.07014
H -1.93100 0.35592 1.40926
H -0.88779 -0.60524 -1.31462
H -0.80578 -1.65132 0.08892
H 2.19258 1.49980 -0.25315

Mulliken atomic charge list, values in e, 2 entries: atom 1 (N): -0.646, atom 2 (C): -0.548